Model A:
DFT (ωB97M-V with the def2-TZVPD basis set) results for 2 unconnected molecules or ions with the total composition C5H10.

Each line ends with the natural charge from an NBO analysis.
Atoms and positions in Å:
C1 2.10145 -0.01414 0.03110  -0.780
C2 1.25014 1.07366 0.56092  -0.058
C3 -0.87751 -0.63146 0.38135  -0.416
C4 -2.02531 -0.39200 -0.54082  -0.423
C5 -0.93366 0.63156 -0.46875  -0.433
H1 3.05764 0.39410 0.41295  0.276
H2 2.00877 -1.04524 0.40480  0.189
H3 2.19500 -0.01368 -1.06180  0.218
H4 0.89620 0.75300 1.56181  0.092
H5 -0.15970 -1.40495 0.12201  0.215
H6 -1.04665 -0.54260 1.45184  0.219
H7 -2.98142 -0.12546 -0.10250  0.215
H8 -2.07189 -0.98474 -1.44852  0.214
H9 -1.14353 1.57787 0.01800  0.240
H10 -0.26955 0.72409 -1.32237  0.232

Summary:
HOMO   -8.2 eV
Gap between HOMO and LUMO   8.84 eV


Model B:
DFT (ωB97M-V with the def2-TZVPD basis set) results for 2 unconnected molecules or ions with the total composition C5H10.

Each line ends with the natural charge from an NBO analysis.
Atoms and positions in Å:
C1 2.50237 0.54913 0.11876  -0.314
C2 1.49462 0.29226 -0.90993  -0.435
C3 0.95201 0.55850 0.49947  -0.423
C4 -0.32333 -0.06567 0.86694  -0.036
C5 -1.45973 0.23949 -0.05334  -0.664
H1 -1.72297 -2.49733 -0.30754  0.008
H2 -2.28224 -2.18899 -0.65830  -0.011
H3 3.04157 0.00136 0.86593  0.213
H4 1.39144 -0.79298 -1.03765  0.200
H5 1.27237 0.99077 -1.71047  0.204
H6 0.87105 1.58459 0.89021  0.326
H7 -0.41779 -0.09190 1.94764  0.203
H8 -1.46898 0.46045 -1.11706  0.243
H9 -2.42628 -0.23517 0.09700  0.228
H10 -1.42412 1.19550 0.50832  0.258

Summary:
HOMO   -6.6 eV
Gap between HOMO and LUMO   5.83 eV


Model C:
DFT (ωB97M-V with the def2-TZVPD basis set) results for a single C5H10 molecule.

Each line ends with the natural charge from an NBO analysis.
Atoms and positions in Å:
C1 0.75979 -0.51783 1.08233  -0.541
C2 1.19672 -0.02498 -0.27873  -0.228
C3 0.09314 -0.13147 -1.29304  -0.474
C4 -0.82443 0.89437 -0.60413  -0.620
C5 -0.70176 -0.32767 1.15827  -0.307
H1 0.90918 -1.61369 1.14218  0.251
H2 1.33255 -0.07368 1.90492  0.213
H3 0.08979 1.24273 0.13819  0.273
H4 2.23104 -0.19925 -0.59770  0.190
H5 0.41391 0.21428 -2.28300  0.218
H6 -0.36236 -1.12599 -1.42273  0.198
H7 -1.90402 0.74110 -0.49635  0.216
H8 -0.74951 1.83877 -1.17532  0.228
H9 -1.33574 -1.08996 0.70799  0.187
H10 -1.14830 0.17325 2.01712  0.196

Summary:
HOMO (spin up / spin down)   -7.4 / -7.0 eV
Gap between HOMO and LUMO (spin up / spin down)   8.26 / 7.46 eV


Most stable = model A


Model A:
DFT (ωB97M-V with the def2-TZVPD basis set) results for a gas-phase ion, C9H12N (charge +1).

Each line ends with the natural charge from an NBO analysis.
Atoms and positions in Å:
C1 0.62942 1.88270 0.40760  0.110
C2 0.86719 0.36071 0.02010  -0.093
C3 3.16229 0.50614 0.11804  0.102
C4 -0.75382 2.18735 0.07398  -0.593
C5 -1.41660 0.92177 -0.42565  -0.254
C6 -1.64321 -0.34250 0.37049  -0.194
C7 -0.39919 -0.10906 -0.26183  0.192
C8 -2.86397 -1.06941 0.00771  -0.612
C9 2.03341 -1.70779 -0.16365  -0.434
N1 2.07144 -0.25150 0.06316  -0.242
H1 4.19466 0.01067 0.05997  0.243
H2 2.90173 1.46677 0.25892  0.237
H3 -1.37651 2.48529 0.92958  0.290
H4 -0.64293 2.94721 -0.67171  0.295
H5 -1.94396 0.96106 -1.27376  0.239
H6 -1.35848 -0.31241 1.37792  0.248
H7 -3.02878 -1.12381 -1.02269  0.233
H8 -3.71258 -0.38477 0.21805  0.247
H9 -2.91803 -2.03614 0.58240  0.245
H10 3.00296 -2.24717 0.20376  0.249
H11 1.97509 -1.94197 -1.19600  0.245
H12 1.21986 -2.20314 0.32361  0.245

Summary:
Total charge   +1
HOMO (spin up / spin down)   -12.3 / -12.3 eV
Gap between HOMO and LUMO (spin up / spin down)   7.10 / 7.10 eV


Model B:
DFT (ωB97M-V with the def2-TZVPD basis set) results for a gas-phase ion, C9H12N (charge +1).

Each line ends with the natural charge from an NBO analysis.
Atoms and positions in Å:
C1 0.62592 -0.06248 -0.98625  0.361
C2 1.04865 0.90591 0.06899  -0.013
C3 0.44805 0.69566 -2.22366  -0.490
C4 -0.56774 1.72964 -1.54675  -0.394
C5 0.56448 -1.82160 0.76784  -0.413
C6 0.66868 -0.81456 1.92806  -0.286
C7 -0.14790 -1.08179 -0.39419  -0.378
C8 -0.33386 1.51088 -0.07260  -0.346
C9 -0.96145 0.04948 0.39572  0.033
N1 -0.69877 -0.25942 1.83801  -0.586
H1 1.29529 1.02188 -2.73334  0.273
H2 -0.09608 0.05071 -2.92508  0.232
H3 -0.36908 2.75599 -1.97494  0.275
H4 -1.52133 1.21762 -1.94473  0.248
H5 1.53235 -2.21281 0.41603  0.256
H6 0.00336 -2.71077 1.13362  0.243
H7 0.93351 -1.37845 2.89504  0.253
H8 1.28314 -0.06407 1.25952  0.278
H9 -0.81840 -1.62249 -1.18819  0.270
H10 -0.68925 2.31937 0.65865  0.255
H11 -1.44067 -0.93303 2.27591  0.469
H12 -0.75890 0.70433 2.35235  0.461

Summary:
Total charge   +1
HOMO (spin up / spin down)   -12.1 / -12.1 eV
Gap between HOMO and LUMO (spin up / spin down)   7.26 / 7.26 eV


Most stable = model A


Model A:
DFT (ωB97M-V with the def2-TZVPD basis set) results for a single HPS5 molecule.

Each line ends with the natural charge from an NBO analysis.
Atoms and positions in Å:
P1 1.28510 0.19102 0.01445  0.429
S1 -0.43415 -0.13917 1.45948  -0.181
S2 2.65011 1.37755 0.65790  -0.270
S3 -1.88246 -1.21138 0.53326  -0.018
S4 -1.22418 0.31603 -2.31014  -0.119
S5 -2.34570 0.45996 -0.78944  0.154
H1 1.95128 -0.99400 0.43449  0.006

Summary:
HOMO (spin up / spin down)   -8.8 / -8.7 eV
Gap between HOMO and LUMO (spin up / spin down)   6.71 / 6.09 eV


Model B:
DFT (ωB97M-V with the def2-TZVPD basis set) results for a single HPS5 molecule.

Each line ends with the natural charge from an NBO analysis.
Atoms and positions in Å:
P1 -0.06136 -0.91241 0.59833  0.162
S1 -4.72264 1.99121 -0.28669  -0.109
S2 -1.77435 -0.72985 -0.55465  -0.116
S3 -5.46572 0.42250 0.47766  0.120
S4 -3.10053 -1.72709 0.62099  0.029
S5 -4.68416 -1.33216 -0.46559  -0.030
H1 0.49352 -0.61924 -0.59818  -0.056

Summary:
HOMO (spin up / spin down)   -8.7 / -7.8 eV
Gap between HOMO and LUMO (spin up / spin down)   7.41 / 5.86 eV


Most stable = model A


Model A:
DFT (ωB97M-V with the def2-TZVPD basis set) results for 2 unconnected molecules or ions with the total composition CH2O2S.

Each line ends with the natural charge from an NBO analysis.
Atoms and positions in Å:
C1 -1.08924 0.35593 -0.23449  -0.255
O1 -3.56525 0.37054 -0.05024  -0.874
O2 -0.01531 -1.40235 -0.07585  -0.770
S1 -2.41866 -0.54662 0.08771  1.222
H1 -0.86524 1.22125 -0.78805  0.227
H2 0.04673 -1.42171 0.87486  0.450

Summary:
HOMO (spin up / spin down)   -10.3 / -10.3 eV
Gap between HOMO and LUMO (spin up / spin down)   8.98 / 8.98 eV


Model B:
DFT (ωB97M-V with the def2-TZVPD basis set) results for a single CH2O2S molecule.

Each line ends with the natural charge from an NBO analysis.
Atoms and positions in Å:
C1 0.13423 0.33357 0.08802  -0.288
O1 0.77667 -0.83857 0.00267  -0.099
O2 0.09118 -1.90918 -0.34672  -0.176
S1 -1.64813 0.47529 -0.48625  0.005
H1 -0.05593 0.80398 1.06666  0.299
H2 0.70198 1.13491 -0.32439  0.259

Summary:
HOMO (spin up / spin down)   -9.1 / -9.1 eV
Gap between HOMO and LUMO (spin up / spin down)   5.58 / 5.63 eV


Most stable = model A


Model A:
DFT (ωB97M-V with the def2-TZVPD basis set) results for a single C15H24N2O7S molecule.

Each line ends with the natural charge from an NBO analysis.
Atoms and positions in Å:
C1 1.03933 2.21709 4.35014  -0.713
C2 1.63401 1.64260 3.08817  0.687
O1 1.26629 0.51221 2.76580  -0.614
N1 2.55715 2.38522 2.27217  -0.645
C3 2.67997 1.97225 0.77411  -0.145
C4 1.55357 2.63668 -0.07119  -0.521
S1 -0.04241 1.94742 0.27426  0.240
C5 -0.13556 0.75196 -0.97990  0.441
O2 -0.28880 1.07284 -2.17520  -0.554
C6 -0.42647 -0.68621 -0.65972  -0.068
C7 -1.85890 -0.80257 -0.08899  0.094
O3 -1.85337 -0.23581 1.28002  -0.744
C8 -3.07190 -0.32384 -0.96489  -0.233
C9 -4.29583 -1.26441 -0.62774  -0.604
C10 -3.61714 1.15371 -0.66756  -0.633
N2 0.48978 -1.36348 0.20529  -0.635
C11 0.70240 -2.69298 -0.01278  0.692
O4 1.15841 -3.22790 0.97664  -0.595
C12 0.03964 -3.13306 -1.34729  -0.326
C13 0.82381 -4.19958 -2.16287  -0.594
C14 -0.23404 -1.67976 -1.85150  0.144
O5 0.91506 -1.17216 -2.49510  -0.734
C15 3.99784 2.32645 0.01050  0.777
O6 4.48926 3.45846 0.12941  -0.601
O7 4.56891 1.42082 -0.86497  -0.664
H1 0.67218 3.19751 4.20409  0.224
H2 1.84854 2.26170 5.18482  0.239
H3 0.28137 1.46292 4.64887  0.261
H4 2.82491 3.30580 2.50878  0.403
H5 2.55380 0.87467 0.73566  0.269
H6 1.52301 3.69919 0.03271  0.246
H7 1.75745 2.37706 -1.04985  0.236
H8 -2.14523 -1.79560 0.19321  0.212
H9 -1.60541 0.75647 1.28805  0.468
H10 -2.77548 -0.49399 -2.11684  0.213
H11 -5.17258 -0.98499 -1.17949  0.213
H12 -4.51376 -1.24999 0.42228  0.214
H13 -3.91367 -2.31218 -0.96707  0.195
H14 -4.55046 1.41528 -1.17104  0.221
H15 -3.67073 1.15603 0.43997  0.218
H16 -2.89939 1.87852 -1.04198  0.210
H17 0.38973 -1.20072 1.23004  0.445
H18 -0.84789 -3.61557 -1.10329  0.230
H19 1.81838 -3.84938 -2.45701  0.227
H20 0.29789 -4.47236 -3.09459  0.213
H21 0.96867 -5.08768 -1.58482  0.227
H22 -1.13574 -1.66876 -2.54366  0.174
H23 0.79508 -0.23567 -2.64175  0.486
H24 5.40836 1.86581 -1.09387  0.505

Summary:
HOMO   -9.2 eV
Gap between HOMO and LUMO   8.65 eV


Model B:
DFT (ωB97M-V with the def2-TZVPD basis set) results for a single C15H24N2O7S molecule.

Each line ends with the natural charge from an NBO analysis.
Atoms and positions in Å:
C1 -4.00143 1.19903 -2.28843  -0.717
C2 -4.70989 0.40060 -1.20351  0.710
O1 -5.86124 0.01890 -1.27610  -0.652
N1 -3.99636 0.05696 -0.04944  -0.645
C3 -4.43958 -0.85563 1.01747  -0.170
C4 -3.27501 -1.25763 1.94597  -0.495
S1 -1.81628 -1.99169 1.02813  0.217
C5 -0.68077 -0.64294 0.76521  0.482
O2 -1.12116 0.36066 0.18342  -0.620
C6 0.83964 -0.88016 1.02596  -0.045
C7 1.42707 -1.92068 0.03259  0.121
O3 0.93019 -3.27515 0.18771  -0.749
C8 1.32279 -1.50104 -1.46248  -0.256
C9 -0.02703 -1.72869 -2.15606  -0.619
C10 2.30732 -2.27440 -2.35559  -0.601
N2 1.05737 -1.42799 2.34897  -0.629
C11 2.21893 -0.98556 2.96749  0.686
O4 2.75406 -1.64883 3.83489  -0.583
C12 2.84758 0.11404 2.16019  -0.342
C13 3.34921 1.33633 2.93069  -0.594
C14 1.68998 0.42072 1.18325  0.135
O5 0.87557 1.44602 1.67764  -0.725
C15 -5.68581 -0.37942 1.87340  0.788
O6 -5.68657 -0.53834 3.08055  -0.589
O7 -6.72805 0.11930 1.19938  -0.670
H1 -3.09900 0.67047 -2.61341  0.238
H2 -3.74831 2.22923 -1.96357  0.246
H3 -4.67623 1.25294 -3.16812  0.249
H4 -3.03520 0.36957 -0.02387  0.426
H5 -4.83212 -1.78215 0.51094  0.225
H6 -3.64784 -1.91445 2.70383  0.271
H7 -2.91275 -0.38122 2.47857  0.240
H8 2.51650 -2.02074 0.26427  0.188
H9 1.53074 -3.92764 -0.25978  0.491
H10 1.57253 -0.44081 -1.51430  0.204
H11 0.03701 -1.56632 -3.24636  0.216
H12 -0.76709 -1.04986 -1.73978  0.208
H13 -0.38486 -2.73737 -1.97413  0.221
H14 2.10648 -3.35890 -2.29479  0.193
H15 3.30949 -2.08652 -2.05152  0.205
H16 2.26430 -2.00441 -3.40680  0.221
H17 0.83835 -2.44277 2.43978  0.430
H18 3.73399 -0.28764 1.65336  0.242
H19 4.19037 1.11601 3.61229  0.229
H20 2.54409 1.72433 3.54184  0.228
H21 3.65943 2.10696 2.22093  0.215
H22 2.08731 0.72764 0.21158  0.172
H23 0.04395 1.49325 1.20068  0.495
H24 -6.51068 0.11234 0.24331  0.507

Summary:
HOMO   -9.7 eV
Gap between HOMO and LUMO   9.13 eV


Most stable = model B


Model A:
DFT (ωB97M-V with the def2-TZVPD basis set) results for a single C3H5N3 molecule.

Each line ends with the natural charge from an NBO analysis.
Atoms and positions in Å:
N1 0.94025 -0.94142 -1.52950  -0.808
C1 0.23304 -0.27139 -0.53676  0.300
C2 0.38312 -0.39047 0.87081  -0.386
C3 -0.44177 0.57939 1.37654  -0.028
N2 -1.04915 1.17137 0.32571  -0.353
N3 -0.63010 0.67264 -0.86358  -0.331
H1 1.11957 -1.91717 -1.34157  0.375
H2 0.49010 -0.81196 -2.42546  0.384
H3 1.00640 -1.07435 1.42601  0.228
H4 -0.65453 0.86729 2.39533  0.217
H5 -1.39693 2.11607 0.30247  0.402

Summary:
HOMO   -8.4 eV
Gap between HOMO and LUMO   9.50 eV


Model B:
DFT (ωB97M-V with the def2-TZVPD basis set) results for a single C3H5N3 molecule.

Each line ends with the natural charge from an NBO analysis.
Atoms and positions in Å:
C1 0.63548 1.45565 1.29143  -0.106
N1 0.77605 0.72994 0.29658  -0.245
N2 0.48400 -0.69900 0.45828  -0.453
C2 -0.14672 -1.09532 -0.81519  -0.330
C3 -1.20381 -0.20580 -1.47184  0.248
N3 -1.84236 0.55372 -2.17876  -0.310
H1 0.34912 1.00443 2.32845  0.164
H2 0.94483 2.52191 1.09788  0.208
H3 -0.23032 -1.01309 1.15920  0.341
H4 -0.52432 -2.09996 -0.67502  0.233
H5 0.75804 -1.15248 -1.49103  0.250

Summary:
HOMO   -10.2 eV
Gap between HOMO and LUMO   10.92 eV


Most stable = model A


Model A:
DFT (ωB97M-V with the def2-TZVPD basis set) results for a single C3H5N3 molecule.

Each line ends with the natural charge from an NBO analysis.
Atoms and positions in Å:
H1 -2.12206 1.77128 0.37645  0.357
N1 -1.16505 1.75527 0.04394  -0.716
C1 -0.49837 0.67927 0.19374  0.442
C2 -0.68193 -1.03067 0.13707  -0.329
N2 0.66762 -1.53156 0.07102  -0.461
C3 1.43435 -0.52994 -0.10311  0.260
N3 0.86500 0.71264 -0.11282  -0.626
H2 -1.27392 -1.80509 0.68502  0.242
H3 -1.14490 -0.97477 -0.84745  0.219
H4 2.50597 -0.60192 -0.23160  0.190
H5 1.41330 1.55550 -0.21226  0.422

Summary:
HOMO   -9.0 eV
Gap between HOMO and LUMO   9.96 eV


Model B:
DFT (ωB97M-V with the def2-TZVPD basis set) results for 2 unconnected molecules or ions with the total composition C3H5N3.

Each line ends with the natural charge from an NBO analysis.
Atoms and positions in Å:
C1 1.60058 0.36108 0.10523  -0.309
N1 0.34530 -1.38661 -0.36498  -0.409
C2 -0.64917 -0.67754 -0.16181  0.134
N2 -0.40067 0.71965 0.21107  -0.728
C3 -2.05124 -1.05598 -0.24958  0.216
N3 -3.16347 -1.37198 -0.32475  -0.302
H1 1.97439 -0.29684 0.88022  0.218
H2 1.99599 0.14447 -0.87970  0.219
H3 1.69087 1.41436 0.36904  0.169
H4 -0.76382 1.39496 -0.46752  0.396
H5 -0.76962 0.97674 1.13124  0.396

Summary:
HOMO (spin up / spin down)   -8.5 / -8.5 eV
Gap between HOMO and LUMO (spin up / spin down)   8.48 / 8.47 eV


Model C:
DFT (ωB97M-V with the def2-TZVPD basis set) results for a single C3H5N3 molecule.

Each line ends with the natural charge from an NBO analysis.
Atoms and positions in Å:
H1 1.90378 -1.49727 0.72678  0.342
N1 0.94240 -1.80015 0.49486  -0.675
C1 0.28106 -0.75387 0.19588  0.426
C2 0.77858 0.67935 0.23652  -0.341
N2 -0.23101 1.53875 -0.37171  -0.438
C3 -1.21001 0.76307 -0.59650  0.254
N3 -1.04528 -0.56062 -0.20135  -0.633
H2 0.86750 0.97532 1.28934  0.229
H3 1.74087 0.80756 -0.27720  0.227
H4 -2.18079 0.99770 -1.03282  0.189
H5 -1.84709 -1.14984 -0.46379  0.420

Summary:
HOMO   -9.2 eV
Gap between HOMO and LUMO   10.00 eV


Model D:
DFT (ωB97M-V with the def2-TZVPD basis set) results for a single C3H5N3 molecule.

Each line ends with the natural charge from an NBO analysis.
Atoms and positions in Å:
C1 1.59944 -0.26000 -0.04462  -0.466
N1 0.42771 -0.46740 -0.83651  -0.399
C2 -0.59885 -0.09014 -0.19303  0.329
N2 -0.83739 1.01525 0.64166  -0.818
C3 -1.78484 -0.87743 -0.42585  0.222
N3 -2.72263 -1.50843 -0.62463  -0.268
H1 2.06941 -1.23152 0.03116  0.219
H2 2.33080 0.43548 -0.48289  0.212
H3 1.15006 -0.18544 0.98420  0.184
H4 -0.04164 1.63436 0.75591  0.388
H5 -1.59209 1.53527 0.19461  0.396

Summary:
HOMO   -9.6 eV
Gap between HOMO and LUMO   9.73 eV


Most stable = model C